Record 1
Here is a molecular structure, C22H21ClMoN2OP in a non-equilibrium geometry from OMol25. Energies are from ωB97M-V/def2-TZVPD.

Values from the calculation:
largest force on an atom: 9.2 eV/Å
expectation value of S²: 2.035
HOMO energy (alpha / beta): -17.71 / -17.70 eV
charge: +3
2S+1: 3
gap between HOMO and LUMO (alpha / beta): 4.8940 / 4.0227 eV
relative energy (zero: lowest compared OMol25 entry of this formula, charge and spin): 0.000 eV

```
49
Properties=species:S:1:pos:R:3:nbo_charge:R:1
Mo -0.08 -0.12 1.94 0.6522
Cl -1.15 -2.28 1.94 -0.1627
C 1.92 -0.78 2.07 0.5675
O 2.98 -1.22 2.16 -0.2714
P -0.06 0.08 -0.42 1.0387
C 0.54 1.64 -1.16 -0.1723
C 0.98 -1.20 -1.24 -0.4013
C -1.70 -0.22 -1.16 -0.3999
C 0.41 -2.43 -1.57 -0.1966
C 1.17 -3.43 -2.17 -0.1675
C 2.53 -3.22 -2.39 -0.1176
C 3.13 -2.02 -2.00 -0.2056
C 2.36 -1.01 -1.41 -0.1548
H -0.65 -2.63 -1.38 0.2433
H 0.69 -4.35 -2.49 0.2591
H 3.13 -4.00 -2.87 0.2627
H 4.19 -1.86 -2.16 0.2571
H 2.83 -0.08 -1.08 0.2080
C 1.36 2.49 -0.40 -0.2409
C 1.81 3.69 -0.94 0.0587
C 1.46 4.05 -2.25 -0.0813
C 0.64 3.20 -3.01 -0.1886
C 0.18 2.01 -2.47 0.0140
H 1.63 2.22 0.63 0.2447
H 2.45 4.33 -0.33 0.2657
H 1.83 4.98 -2.67 0.2805
H 0.35 3.46 -4.03 0.2810
H -0.47 1.38 -3.06 0.2603
C -1.81 -0.50 -2.54 -0.2280
C -3.07 -0.68 -3.11 -0.1255
C -4.22 -0.64 -2.31 -0.1387
C -4.10 -0.43 -0.93 -0.1827
C -2.85 -0.22 -0.36 -0.1760
H -0.93 -0.58 -3.17 0.2286
H -3.14 -0.83 -4.19 0.2499
H -5.20 -0.78 -2.75 0.2619
H -4.98 -0.41 -0.29 0.2577
H -2.76 -0.08 0.72 0.2101
H 0.39 1.40 1.96 -0.0656
H -1.34 1.02 1.89 0.0837
N 0.01 -1.07 4.89 -0.3192
C -0.04 -0.69 6.17 0.1169
C -0.07 0.70 6.20 -0.2666
C -0.07 1.12 4.86 0.0640
N -0.03 0.03 4.04 -0.3866
H -0.03 -2.01 4.49 0.4534
H -0.04 -1.44 6.93 0.2820
H -0.09 1.34 7.05 0.2908
H -0.08 2.09 4.39 0.2566
```



Record 2
Here is a molecular structure, C22H21CoF3N6O2 from OMol25. Energies are from ωB97M-V/def2-TZVPD.

Values from the calculation:
largest force on an atom: 0.6 eV/Å
expectation value of S²: 0.792
HOMO energy (alpha / beta): -6.79 / -6.74 eV
2S+1: 2
gap between HOMO and LUMO (alpha / beta): 7.3093 / 7.2384 eV
relative energy (zero: lowest compared OMol25 entry of this formula, charge and spin): 0.184 eV

```
55
Properties=species:S:1:pos:R:3:nbo_charge:R:1
Co -0.50 0.13 0.00 1.1382
C 2.89 -4.53 -3.83 -0.6247
C 2.51 -3.48 -2.82 -0.0454
C 2.89 -3.57 -1.48 -0.1952
C 2.49 -2.64 -0.55 -0.2306
C 1.71 -1.51 -0.89 0.1560
N 1.32 -0.57 0.05 -0.7008
C 2.20 -0.34 1.10 0.1515
C 3.58 -0.21 0.89 -0.2255
C 4.47 0.04 1.92 -0.1988
C 4.02 0.21 3.24 -0.0526
C 4.98 0.54 4.36 -0.6222
C 2.66 0.13 3.45 -0.2225
C 1.78 -0.16 2.42 0.1354
N 0.39 -0.27 2.75 -0.1598
C -0.14 -0.71 3.90 -0.0033
C -1.47 -0.36 3.91 -0.3280
C -1.67 0.31 2.70 -0.0086
N -0.54 0.36 1.99 -0.3281
C 1.32 -1.46 -2.23 0.1310
C 1.70 -2.42 -3.16 -0.2198
N 0.48 -0.39 -2.68 -0.1433
C 0.44 0.17 -3.90 -0.0167
C -0.68 0.97 -3.96 -0.3445
C -1.28 0.83 -2.70 -0.0227
N -0.57 0.01 -1.94 -0.2981
H 3.88 -4.93 -3.62 0.2153
H 2.90 -4.13 -4.84 0.2115
H 2.19 -5.37 -3.82 0.2185
H 3.49 -4.42 -1.15 0.2089
H 2.78 -2.76 0.49 0.2197
H 3.96 -0.32 -0.12 0.2205
H 5.52 0.12 1.70 0.2096
H 5.94 0.04 4.21 0.2168
H 4.58 0.23 5.32 0.2135
H 5.17 1.61 4.41 0.2168
H 2.26 0.29 4.45 0.2098
H 0.47 -1.24 4.61 0.2297
H -2.19 -0.57 4.68 0.2378
H -2.58 0.72 2.30 0.2408
H 1.33 -2.33 -4.18 0.2078
H 1.21 -0.04 -4.62 0.2305
H -1.02 1.56 -4.79 0.2376
H -2.18 1.27 -2.31 0.2394
N -0.19 2.35 -0.16 -1.0670
H 0.13 2.69 -1.06 0.3805
H 0.44 2.69 0.55 0.3859
H -1.10 2.75 0.01 0.3828
F -4.86 -1.22 -0.63 -0.3188
C -4.06 -1.59 0.38 0.8922
F -4.09 -2.92 0.46 -0.3065
F -4.59 -1.09 1.52 -0.3286
C -2.64 -1.04 0.20 0.6675
O -2.56 0.21 -0.03 -0.7475
O -1.67 -1.79 0.33 -0.6463
```



Record 3
Here is a single C22H21F2NO2 molecule from OMol25. Energies are from ωB97M-V/def2-TZVPD.

Values from the calculation:
largest force on an atom: 0.5 eV/Å
HOMO energy: -8.40 eV
gap between HOMO and LUMO: 9.0468 eV
relative energy (zero: lowest compared OMol25 entry of this formula, charge and spin): 0.209 eV

```
48
Properties=species:S:1:pos:R:3:nbo_charge:R:1
C -6.77 -0.39 -0.15 -0.2513
O -5.87 -1.43 -0.40 -0.4927
C -4.59 -1.32 0.05 0.2878
C -4.08 -0.22 0.73 -0.2742
C -2.75 -0.21 1.13 -0.1966
C -1.92 -1.28 0.88 -0.0724
C -0.48 -1.26 1.33 -0.2339
N 0.39 -1.98 0.41 -0.6297
C 0.52 -1.44 -0.91 -0.2336
C 1.33 -0.10 -1.12 0.1930
O 1.49 0.07 -2.53 -0.7149
C 0.62 1.14 -0.59 -0.0839
C -0.73 1.34 -0.87 -0.1931
C -1.38 2.49 -0.47 -0.2724
C -0.66 3.46 0.20 0.3914
F -1.30 4.59 0.59 -0.3243
C 0.69 3.32 0.45 -0.2954
C 1.32 2.16 0.04 -0.1273
C 2.71 -0.32 -0.52 -0.0592
C 2.90 -0.31 0.86 -0.2130
C 4.14 -0.60 1.40 -0.2756
C 5.19 -0.90 0.55 0.3902
F 6.40 -1.18 1.08 -0.3248
C 5.03 -0.91 -0.82 -0.2757
C 3.78 -0.63 -1.35 -0.1750
C -2.44 -2.38 0.21 -0.1881
C -3.75 -2.40 -0.21 -0.2535
H -7.72 -0.70 -0.58 0.2008
H -6.90 -0.22 0.92 0.1762
H -6.45 0.55 -0.63 0.1736
H -4.70 0.64 0.95 0.2120
H -2.37 0.66 1.66 0.2131
H -0.41 -1.78 2.29 0.2101
H -0.18 -0.22 1.50 0.1725
H 1.30 -2.14 0.83 0.3735
H 1.04 -2.18 -1.52 0.2137
H -0.48 -1.31 -1.33 0.1977
H 0.62 0.22 -2.91 0.4763
H -1.30 0.58 -1.40 0.2191
H -2.43 2.63 -0.68 0.2309
H 1.23 4.11 0.95 0.2307
H 2.38 2.06 0.22 0.2201
H 2.09 -0.06 1.52 0.2215
H 4.30 -0.59 2.47 0.2294
H 5.87 -1.14 -1.46 0.2309
H 3.63 -0.63 -2.42 0.2425
H -1.79 -3.23 0.01 0.2300
H -4.16 -3.25 -0.73 0.2235
```



Record 4
Here is a single C22H21FN4O2 molecule from OMol25. Energies are from ωB97M-V/def2-TZVPD.

Values from the calculation:
largest force on an atom: 0.7 eV/Å
HOMO energy: -8.10 eV
gap between HOMO and LUMO: 8.5973 eV
relative energy (zero: lowest compared OMol25 entry of this formula, charge and spin): 1.134 eV

```
50
Properties=species:S:1:pos:R:3:nbo_charge:R:1
O -0.56 -0.34 -2.77 -0.6073
C -0.66 -0.36 -1.56 0.6715
N -1.05 -1.43 -0.84 -0.6272
C -1.03 -2.78 -1.37 -0.2183
C -0.85 -3.82 -0.27 -0.4114
C 0.47 -3.69 0.50 -0.2065
N 0.55 -2.52 1.34 -0.3455
C -0.43 -2.01 2.15 -0.1596
C 0.08 -0.86 2.69 -0.0697
N 1.34 -0.67 2.24 -0.4957
C 1.59 -1.68 1.45 0.1918
C -0.43 0.84 -0.67 0.1262
C -1.40 1.55 -0.07 -0.2719
C -2.83 1.35 -0.19 -0.0617
C -3.44 0.78 -1.31 -0.2084
C -4.82 0.63 -1.37 -0.2117
C -5.62 1.03 -0.32 -0.2021
C -5.04 1.61 0.80 -0.2834
C -3.67 1.76 0.84 0.3897
F -3.12 2.32 1.95 -0.3322
N 0.91 1.14 -0.46 -0.5956
C 1.95 0.32 -0.79 0.6676
O 1.81 -0.77 -1.31 -0.6064
C 3.28 0.89 -0.45 -0.0807
C 4.31 0.82 -1.39 -0.1851
C 5.55 1.34 -1.09 -0.2144
C 5.79 1.89 0.15 -0.1980
C 4.79 1.93 1.10 -0.2119
C 3.53 1.43 0.80 -0.2173
H -1.18 -1.32 0.16 0.4133
H -1.97 -2.98 -1.90 0.1978
H -0.22 -2.82 -2.10 0.2221
H -0.86 -4.80 -0.74 0.2282
H -1.69 -3.77 0.42 0.2022
H 0.60 -4.59 1.12 0.2039
H 1.31 -3.63 -0.20 0.2246
H -1.38 -2.49 2.31 0.2229
H -0.38 -0.17 3.36 0.2110
H 2.52 -1.83 0.93 0.2122
H -1.10 2.34 0.61 0.2167
H -2.84 0.49 -2.15 0.2348
H -5.26 0.19 -2.25 0.2150
H -6.69 0.91 -0.37 0.2159
H -5.63 1.94 1.64 0.2285
H 1.12 1.99 0.05 0.4119
H 4.10 0.38 -2.36 0.2276
H 6.34 1.30 -1.83 0.2162
H 6.77 2.29 0.39 0.2145
H 4.98 2.34 2.08 0.2164
H 2.76 1.42 1.56 0.2398
```



Record 5
Here is a molecular structure, C22H21I2N2OTb in a non-equilibrium geometry from OMol25. Energies are from ωB97M-V/def2-TZVPD.

Values from the calculation:
largest force on an atom: 4.7 eV/Å
expectation value of S²: 12.722
HOMO energy (alpha / beta): 0.68 / 0.61 eV
charge: -2
2S+1: 7
gap between HOMO and LUMO (alpha / beta): 3.6051 / 3.6829 eV

```
49
Properties=species:S:1:pos:R:3:mulliken_charge:R:1
C 2.39 -2.38 -3.25 -1.3130
I 2.39 2.44 -3.07 -0.4306
H 1.74 -2.37 -4.13 0.3016
H 3.28 -2.96 -3.55 0.3323
H 2.76 -1.33 -3.08 0.1422
C -1.47 -4.05 -0.95 -0.3859
C 0.32 -3.09 -1.91 0.0348
N -0.29 -3.38 -0.73 0.3934
H -2.35 -4.73 -2.85 0.3519
I -1.49 -0.17 -3.81 -0.4361
N -0.45 -3.69 -2.87 0.5313
H -2.07 -4.37 -0.12 0.4558
Tb 1.04 -0.01 -2.44 0.5480
C 1.80 -2.99 -2.03 0.5959
O 2.48 -3.47 -1.11 -0.8196
C -1.58 -4.23 -2.28 -0.7678
C -0.22 -3.76 -4.29 -0.9839
H -0.56 -2.85 -4.80 0.2099
H -0.79 -4.60 -4.70 0.2823
H 0.84 -3.93 -4.52 0.4025
C 0.13 -3.06 0.61 -1.0350
H 0.48 -3.97 1.13 0.3055
H -0.75 -2.67 1.12 0.3649
H 0.88 -2.28 0.61 0.2729
C 0.60 0.04 -0.26 -0.6284
C 0.33 0.99 0.52 0.3294
C 0.00 1.94 1.47 -0.5562
C -1.09 1.63 2.35 0.4167
C -1.88 2.64 2.94 -0.4617
C -2.96 2.32 3.76 -0.6070
C -3.29 0.98 4.00 -0.3974
C -2.53 -0.04 3.40 -0.3808
C -1.46 0.28 2.57 -0.4581
C 0.71 3.21 1.45 0.0905
C 0.76 4.08 2.57 -0.3272
C 1.42 5.30 2.48 -0.6161
C 2.06 5.70 1.29 -0.3874
C 2.07 4.81 0.20 -0.2646
C 1.41 3.59 0.29 0.4203
H -1.66 3.69 2.72 0.5591
H -3.54 3.12 4.21 0.3360
H -4.12 0.73 4.65 0.3127
H -2.77 -1.08 3.58 0.3526
H -0.89 -0.49 2.06 0.1786
H 0.30 3.78 3.50 0.6127
H 1.42 5.98 3.33 0.3291
H 2.56 6.67 1.21 0.3048
H 2.58 5.08 -0.74 0.2952
H 1.44 2.92 -0.56 -0.8062
```



Question: Among the records above, which one has the highest largest force on an atom?
Answer: C22H21ClMoN2OP



Question: Among the records above, which one has the lowest largest force on an atom?
Answer: C22H21F2NO2



Question: largest force on an atom of number 5 (C22H21I2N2OTb)?
Answer: 4.7 eV/Å